(i)
Entry from the OMol25 dataset: an isolated molecule of C6H9N (ωB97M-V/def2-TZVPD).

Each line ends with the Löwdin charge.
CARTESIAN COORDINATES (ANGSTROEM)
1 C 1.038 0.690 -1.361  -0.180
2 N 1.450 -0.521 -1.337  0.051
3 C 1.038 -1.084 -0.023  -0.156
4 C -0.062 -0.091 0.342  -0.438
5 C 0.662 1.220 -0.021  -0.097
6 C -1.216 -0.063 1.268  -0.090
7 C -1.454 -0.450 -0.165  -0.082
8 H 0.819 1.206 -2.285  0.110
9 H 1.822 -1.129 0.741  0.114
10 H 0.720 -2.113 -0.214  0.111
11 H 0.085 2.134 0.130  0.114
12 H 1.621 1.361 0.530  0.130
13 H -1.528 0.951 1.506  0.103
14 H -1.325 -0.783 2.062  0.098
15 H -1.637 -1.514 -0.344  0.107
16 H -2.033 0.187 -0.830  0.104

Its molecular weight is 95.145 g/mol. As for the LUMO energy: 0.038 Ha. As for the structure (SMILES): C1=NCC2(C1)CC2. As for the frontier orbital gap: 10.379 eV.


(ii)
Entry from the OMol25 dataset: an isolated molecule of C6H9N (ωB97M-V/def2-TZVPD).

Each line ends with the Löwdin charge.
CARTESIAN COORDINATES (ANGSTROEM)
1 C 1.401 -0.789 0.840  -0.051
2 C 1.250 0.089 -0.383  -0.284
3 C 0.173 -0.133 -1.388  -0.075
4 C 0.112 1.083 -0.482  -0.168
5 C -1.007 0.926 0.435  -0.353
6 N -1.838 1.326 1.285  0.185
7 C -2.056 -0.034 0.579  -0.141
8 H 0.436 -1.045 1.289  0.068
9 H 1.908 -1.724 0.584  0.080
10 H 1.989 -0.277 1.609  0.084
11 H 2.184 0.464 -0.790  0.134
12 H 0.317 0.019 -2.449  0.105
13 H -0.528 -0.930 -1.144  0.106
14 H 0.324 2.074 -0.872  0.142
15 H -2.795 -0.083 -0.223  0.090
16 H -1.870 -0.967 1.111  0.079

Its molecular weight is 95.145 g/mol. As for the LUMO energy: 0.039 Ha. As for the structure (SMILES): C[C@H]1C[C@H]1C1=NC1. As for the frontier orbital gap: 10.496 eV.


(iii)
Entry from the OMol25 dataset: C6H9N as an isolated structure (ωB97M-V/def2-TZVPD).

Each line ends with the Löwdin charge.
CARTESIAN COORDINATES (ANGSTROEM)
1 C 1.826 -0.542 -0.102  0.039
2 N 0.575 -0.286 -0.045  -0.115
3 C -0.465 -0.050 1.015  -0.233
4 C -0.665 1.175 0.137  -0.130
5 C -0.516 0.155 -0.982  -0.233
6 C -1.535 -0.985 -0.734  -0.033
7 C -1.502 -1.121 0.592  -0.033
8 H 2.373 -0.726 0.816  0.089
9 H 2.326 -0.535 -1.063  0.089
10 H 2.160 2.039 0.163  0.030
11 H -0.107 -0.014 2.047  0.135
12 H 1.390 2.055 0.181  0.005
13 H -1.548 1.810 0.224  0.070
14 H -0.211 0.401 -2.002  0.135
15 H -2.084 -1.549 -1.479  0.093
16 H -2.017 -1.827 1.234  0.093

Its molecular weight is 95.145 g/mol. As for the LUMO energy (spin up / spin down): 0.030 / 0.030 Ha. As for the frontier orbital gap (spin up / spin down): 7.270 / 7.267 eV.


Energy above the most stable structure, in hartree: (i) 0.0000; (ii) 0.0240; (iii) 0.1731


(i)
Entry from the OMol25 dataset: a 2-piece molecular cluster, C6H9N2O2 overall (ωB97M-V/def2-TZVPD).

Each line ends with the Löwdin charge.
CARTESIAN COORDINATES (ANGSTROEM)
1 C 0.336 -0.672 -0.255  -0.029
2 C 1.467 0.282 -0.016  -0.351
3 C 3.110 1.192 0.980  -0.245
4 C 1.958 1.208 -0.886  -0.070
5 N 2.184 0.294 1.155  0.093
6 N 3.036 1.777 -0.238  0.021
7 H 4.005 1.313 1.577  0.106
8 H -0.159 -0.602 -1.229  0.085
9 H -0.499 -0.560 0.416  0.029
10 H 3.693 2.476 -0.530  0.132
11 H 1.560 1.592 -1.807  0.110
12 H 0.904 -1.602 -0.376  0.092
13 C -2.543 -1.469 1.077  -0.058
14 C -2.890 -0.848 -0.314  -0.820
15 O -2.733 -1.640 -1.278  -0.120
16 O -3.216 0.355 -0.342  -0.100
17 H -3.187 -0.974 1.807  0.051
18 H -1.517 -1.197 1.269  0.016
19 H -2.820 -2.519 1.188  0.056

Its molecular weight is 141.150 g/mol. As for the LUMO energy: 0.108 Ha. As for the frontier orbital gap: 6.751 eV. Its total charge is -1.


(ii)
Entry from the OMol25 dataset: an isolated ion of composition C6H9N2O2 and charge -1 (ωB97M-V/def2-TZVPD).

Each line ends with the Löwdin charge.
CARTESIAN COORDINATES (ANGSTROEM)
1 C -1.277 0.520 -1.904  -0.092
2 C -1.132 0.151 -0.427  -0.458
3 C -1.183 1.581 0.399  -0.060
4 N 0.078 -0.454 -0.197  0.036
5 C 1.332 -0.027 -0.282  -0.614
6 O 1.851 0.723 -1.160  -0.095
7 N 2.221 -0.617 0.681  0.008
8 C 1.830 -1.616 1.576  -0.188
9 C 0.625 -2.062 1.875  -0.212
10 O -0.359 -2.576 2.312  0.055
11 H -1.549 -0.272 -2.663  0.080
12 H -2.128 1.221 -1.958  0.057
13 H -0.448 0.940 -2.230  -0.001
14 H -2.065 -0.292 0.010  0.118
15 H -1.975 2.242 -0.006  0.050
16 H -0.252 2.085 0.248  0.046
17 H -1.406 1.227 1.395  0.046
18 H 3.143 -0.720 0.229  0.120
19 H 2.695 -2.053 2.102  0.105

Its molecular weight is 141.150 g/mol. As for the LUMO energy: 0.141 Ha. As for the structure (SMILES): CC(C)/N=C(\[O-])NC=C=O. As for the frontier orbital gap: 7.271 eV. Its total charge is -1.


(iii)
Entry from the OMol25 dataset: a 2-piece molecular cluster, C6H9N2O2 overall (ωB97M-V/def2-TZVPD).

Each line ends with the Löwdin charge.
CARTESIAN COORDINATES (ANGSTROEM)
1 C 1.252 -1.758 -3.287  -0.077
2 C 1.836 -0.226 -0.122  -0.220
3 C 0.316 -1.583 -0.889  -0.081
4 C 1.243 -1.299 -1.867  -0.401
5 N 0.662 -0.821 0.213  0.036
6 N 2.255 -0.554 -1.333  0.065
7 H -0.102 -0.261 0.687  0.105
8 H 2.235 0.551 0.508  0.107
9 H -0.616 -2.121 -0.924  0.101
10 H 2.242 -2.171 -3.542  0.066
11 H 0.970 -0.958 -3.976  0.064
12 H 0.574 -2.601 -3.479  0.064
13 C -2.261 2.264 2.799  -0.051
14 C -1.676 1.423 1.646  -0.768
15 O -2.501 1.097 0.778  -0.074
16 O -0.443 1.135 1.644  -0.105
17 H -1.622 2.463 3.658  0.052
18 H -3.115 1.688 3.168  0.056
19 H -2.690 3.129 2.288  0.061

Its molecular weight is 141.150 g/mol. As for the LUMO energy: 0.139 Ha. As for the frontier orbital gap: 8.548 eV. Its total charge is -1.


(iv)
Entry from the OMol25 dataset: a 2-piece molecular cluster, C6H9N2O2 overall (ωB97M-V/def2-TZVPD).

Each line ends with the Löwdin charge.
CARTESIAN COORDINATES (ANGSTROEM)
1 C 0.492 0.465 0.751  -0.069
2 C -0.905 0.724 1.083  -0.311
3 C -2.838 0.179 1.927  -0.253
4 C -1.764 1.849 0.837  -0.012
5 N -1.635 -0.251 1.830  0.066
6 N -3.083 1.303 1.125  0.036
7 H -3.570 -0.526 2.417  0.123
8 H 1.074 1.449 1.078  0.124
9 H 0.707 0.064 -0.262  0.062
10 H -3.882 1.846 1.248  0.090
11 H -1.423 2.758 0.530  0.061
12 H 0.907 -0.424 1.167  0.049
13 C 2.512 -1.450 -1.345  -0.070
14 C 1.863 -0.960 -2.722  -0.786
15 O 0.589 -1.131 -2.770  -0.142
16 O 2.748 -0.757 -3.519  -0.065
17 H 3.438 -1.022 -1.160  0.020
18 H 2.921 -2.433 -1.661  0.062
19 H 1.849 -1.682 -0.555  0.016

Its molecular weight is 141.150 g/mol. As for the LUMO energy: 0.111 Ha. As for the frontier orbital gap: 6.704 eV. Its total charge is -1.


Energy above the most stable structure, in hartree: (i) 0.0423; (ii) 0.1099; (iii) 0.0000; (iv) 0.0938


(i)
Entry from the OMol25 dataset: a 3-piece molecular cluster, C5H15N2O overall (ωB97M-V/def2-TZVPD).

Each line ends with the Löwdin charge.
CARTESIAN COORDINATES (ANGSTROEM)
1 N -1.446 1.204 2.416  0.098
2 C -3.593 0.757 -0.804  -0.084
3 C -4.550 1.631 -0.520  -0.065
4 N 1.889 -2.027 0.399  0.186
5 C 3.554 -1.142 -1.131  -0.020
6 C 2.100 -1.161 -0.716  -0.325
7 C 1.538 0.298 -0.294  -0.194
8 O 0.462 0.081 0.367  0.099
9 H -1.176 2.102 2.800  0.039
10 H -0.692 0.820 1.862  -0.029
11 H -1.643 0.565 3.179  0.039
12 H -2.732 0.689 -0.160  0.010
13 H -3.667 0.150 -1.691  0.040
14 H -5.425 1.736 -1.149  0.050
15 H -4.494 2.252 0.354  0.042
16 H 1.814 -3.024 0.194  0.150
17 H 3.840 -2.113 -1.526  0.108
18 H 3.727 -0.376 -1.894  0.108
19 H 4.157 -0.918 -0.251  0.102
20 H 1.458 -1.419 -1.570  0.190
21 H 1.440 0.941 -1.172  0.149
22 H 2.355 0.679 0.360  0.204
23 H 1.085 -1.726 0.947  0.102

Its molecular weight is 119.188 g/mol. As for the LUMO energy: -0.349 Ha. As for the frontier orbital gap: 2.696 eV. Its total charge is +1.


(ii)
Entry from the OMol25 dataset: a 2-piece molecular cluster, C5H15N2O overall (ωB97M-V/def2-TZVPD).

Each line ends with the Löwdin charge.
CARTESIAN COORDINATES (ANGSTROEM)
1 C -0.569 -2.014 -1.035  -0.214
2 O 0.332 -1.269 -1.938  -0.105
3 C -1.539 -1.092 -0.304  -0.216
4 C -1.524 -1.227 1.246  -0.096
5 H -1.137 -2.703 -1.666  0.125
6 H 0.051 -2.616 -0.363  0.118
7 H 0.657 -1.983 -2.500  0.107
8 H -1.261 -0.063 -0.546  0.095
9 H -2.544 -1.251 -0.701  0.117
10 H -0.557 -1.528 1.652  0.060
11 H -1.907 -0.331 1.745  0.075
12 H -2.195 -2.036 1.524  0.078
13 C 0.665 2.229 0.687  -0.180
14 C 1.574 1.518 0.008  -0.102
15 N 1.624 0.060 0.069  0.176
16 N 0.583 3.598 0.632  0.081
17 H -0.026 1.728 1.358  0.126
18 H 2.266 1.960 -0.695  0.126
19 H 2.579 -0.250 0.260  0.172
20 H 1.050 -0.278 0.843  0.131
21 H 1.281 -0.427 -0.809  0.112
22 H 0.962 4.037 -0.196  0.107
23 H -0.365 3.939 0.729  0.106

Its molecular weight is 119.188 g/mol. As for the LUMO energy: -0.106 Ha. As for the frontier orbital gap: 9.980 eV. Its total charge is +1.


Energy above the most stable structure, in hartree: (i) 0.2337; (ii) 0.0000


(i)
Entry from the OMol25 dataset: a 3-piece molecular cluster, C5H15N2O overall (ωB97M-V/def2-TZVPD).

Each line ends with the Löwdin charge.
CARTESIAN COORDINATES (ANGSTROEM)
1 C 2.093 -0.238 1.403  -0.054
2 C 1.392 -1.126 0.467  0.022
3 C 0.035 -1.450 0.669  -0.155
4 C -0.751 -0.904 1.627  0.096
5 N -0.835 -0.048 -2.866  0.029
6 C -0.844 0.526 -1.556  -0.340
7 N 0.508 0.910 -1.201  0.107
8 H 2.080 -0.755 2.365  0.117
9 H 1.584 0.715 1.507  0.093
10 H 3.137 -0.038 1.177  0.101
11 H 1.856 -1.685 -0.341  0.137
12 H -0.785 -1.043 -2.953  0.067
13 H -1.217 -0.216 -0.830  0.079
14 H -0.490 -1.952 -0.120  0.115
15 H -0.306 -0.385 2.471  0.099
16 H -1.696 -1.332 1.919  0.108
17 H -1.245 0.379 -3.675  0.081
18 H -1.522 1.376 -1.558  0.121
19 H 1.256 0.561 -1.760  0.087
20 H 0.683 1.574 -0.479  0.077
21 H -2.029 2.365 1.522  0.070
22 H -1.335 0.969 1.312  -0.031
23 O -1.568 1.796 0.899  -0.026

Its molecular weight is 119.188 g/mol. As for the LUMO energy: -0.245 Ha. As for the frontier orbital gap: 6.082 eV. Its total charge is +1.


(ii)
Entry from the OMol25 dataset: a 2-piece molecular cluster, C5H15N2O overall (ωB97M-V/def2-TZVPD).

Each line ends with the Löwdin charge.
CARTESIAN COORDINATES (ANGSTROEM)
1 C -1.270 -1.723 2.653  -0.293
2 O -1.922 -2.981 2.700  -0.056
3 C -1.267 -1.267 1.209  -0.236
4 C -0.505 0.049 1.029  -0.126
5 H -1.786 -0.990 3.283  0.124
6 H -0.235 -1.800 3.015  0.119
7 H -1.985 -3.250 3.619  0.091
8 H -0.804 -2.036 0.587  0.115
9 H -2.297 -1.145 0.871  0.120
10 H 0.515 -0.084 1.411  0.067
11 H -0.501 0.326 -0.028  0.054
12 H -0.961 0.860 1.599  0.088
13 C 1.363 1.801 -1.796  -0.104
14 C 0.948 0.866 -2.657  -0.186
15 N 0.398 1.113 -3.879  0.098
16 N 1.944 1.379 -0.508  0.171
17 H 1.276 2.869 -1.917  0.125
18 H 1.075 -0.184 -2.409  0.136
19 H -0.201 0.385 -4.238  0.111
20 H -0.022 2.022 -4.010  0.114
21 H 1.311 1.580 0.274  0.131
22 H 2.838 1.841 -0.321  0.176
23 H 2.089 0.368 -0.486  0.159

Its molecular weight is 119.188 g/mol. As for the LUMO energy: -0.123 Ha. As for the frontier orbital gap: 9.522 eV. Its total charge is +1.


Energy above the most stable structure, in hartree: (i) 0.0916; (ii) 0.0000